Entry from the OMol25 dataset: a structure of composition C8H26BMnNO4 (the ωB97M-V functional and the def2-TZVPD basis).

CARTESIAN COORDINATES (ANGSTROEM)
Mn  -15.924  35.875  11.653
C  -13.622  40.641  9.388
C  -14.029  40.218  10.789
O  -14.680  38.966  10.817
H  -12.974  39.872  8.969
H  -13.011  41.541  9.455
H  -14.490  40.733  8.735
H  -14.522  41.106  11.186
H  -13.106  40.059  11.346
B  -13.538  34.357  12.382
H  -13.109  34.807  11.500
H  -12.871  33.807  13.028
H  -14.036  35.120  12.959
H  -14.274  33.614  12.118
C  -18.743  34.582  14.076
C  -18.161  35.699  14.895
O  -17.649  36.648  13.950
O  -17.742  34.153  13.173
H  -19.606  34.915  13.499
H  -19.085  33.746  14.686
H  -17.481  35.480  15.719
H  -18.944  36.293  15.367
H  -17.676  37.478  14.432
H  -17.867  33.209  13.057
C  -18.587  34.027  7.220
C  -17.587  33.990  8.316
C  -16.238  33.449  7.658
O  -15.412  32.952  8.703
C  -14.028  32.726  8.259
N  -17.301  35.371  8.816
H  -18.312  34.896  6.623
H  -19.604  34.071  7.609
H  -18.605  33.077  6.685
H  -17.899  33.280  9.083
H  -15.642  34.116  7.036
H  -16.520  32.584  7.058
H  -13.517  32.484  9.191
H  -13.662  33.651  7.811
H  -14.304  31.899  7.605
H  -16.832  35.932  8.119
H  -18.250  35.660  8.628

spin multiplicity	6
E_LUMO (alpha / beta)	-1.95 / -1.76	eV
E_tot	-50384.13043	eV
highest occupied orbital energy (alpha / beta)	-6.282 / -6.154	eV